ORCA calculation (ωB97M-V with the def2-TZVPD basis set) on a 6-piece molecular cluster, C43H52BClN6O16P overall.

Last column: Mulliken charge in e.
Atoms and positions in Å:
Cl1 -1.3476 -0.1417 -3.1538  -0.075
P1 0.2652 -2.6814 -1.9423  0.017
O1 -4.3064 6.2606 -5.0870  -0.580
O2 -3.6017 -3.3337 -4.5535  -0.356
O3 3.0085 -6.2099 2.0751  -0.579
O4 -4.0309 -3.1174 -1.5592  -0.492
O5 1.9395 6.3695 0.9233  -0.620
O6 -2.3657 1.1571 0.6679  -0.703
O7 6.9357 4.9128 7.8428  -0.587
O8 0.8708 -6.6527 1.8562  -0.583
O9 -1.7808 -5.0670 -2.1302  -0.294
O10 3.4615 4.8462 0.5030  -0.596
O11 -3.4700 -0.6898 -1.1944  -0.418
O12 -3.3617 6.8705 -3.2031  -0.583
O13 -0.0430 -6.1279 -6.5273  -0.254
O14 1.1471 -7.8775 -7.8474  -0.514
O15 -0.2178 1.0182 1.0927  -0.615
O16 5.5425 5.6810 6.3321  -0.568
N1 -4.3527 6.6947 -3.9263  0.967
N2 -1.0108 -2.8985 -3.1756  0.004
N3 2.0533 -6.9967 1.9957  0.996
N4 -1.2180 1.6245 0.6808  1.152
N5 6.0575 5.6998 7.4592  0.956
N6 3.0433 5.8385 1.1166  1.035
C1 5.7601 7.8027 10.5603  -0.428
C2 0.2581 3.5415 0.1303  -0.420
C3 4.7640 8.7026 10.1778  -0.376
C4 1.5201 -5.3021 -1.2032  -0.823
C5 5.6003 6.7268 8.4030  -0.051
C6 -4.1486 -4.9966 0.0968  -0.718
C7 -8.1772 7.5892 -2.2973  -0.385
C8 -6.8227 6.7989 -4.1390  -0.377
C9 -5.6718 7.0177 -3.3694  0.078
C10 3.4635 7.5222 2.8902  -0.219
C11 -2.1342 3.7173 -0.2871  -0.441
C12 -1.4779 -6.2534 -6.2135  -0.410
C13 -2.1128 -1.8677 -3.1605  0.091
C14 3.9118 6.4222 2.1459  0.028
C15 -0.6632 5.5556 -0.8422  -0.695
C16 -5.7698 7.5307 -2.0692  -0.158
C17 -0.3012 -3.0141 -0.1635  -0.558
C18 5.1764 5.8675 2.3835  -0.297
C19 4.5947 7.6241 8.0192  -0.064
C20 -1.0287 2.9872 0.1691  0.067
C21 5.9895 6.4137 3.3786  -0.435
C22 1.5746 -10.7240 2.0718  -0.475
C23 3.9271 -10.2329 2.3744  -0.445
C24 6.1821 6.8084 9.6756  -0.394
C25 1.2962 -9.3594 1.9717  -0.251
C26 4.2843 8.0579 3.8845  -0.583
C27 3.6614 -8.8659 2.2730  -0.330
C28 -7.0288 7.8159 -1.5369  -0.498
C29 -2.6825 -4.4756 -4.5192  0.094
C30 0.6048 -8.4613 -5.3735  -0.512
C31 0.4352 4.8290 -0.3801  -0.289
C32 -2.0950 -4.7235 -6.0289  -0.617
C33 -4.0022 -3.3456 -0.1052  0.047
C34 -2.9070 -2.0406 -4.6226  -0.597
C35 -8.0763 7.0853 -3.5950  -0.416
C36 1.5909 -4.0694 -2.2848  -0.410
C37 -1.9450 5.0050 -0.7927  -0.174
C38 0.5937 -7.4533 -6.6962  0.480
C39 2.8857 -11.1571 2.2769  -0.391
C40 -1.4813 -4.3378 -3.3632  0.028
C41 5.5413 7.5025 4.1285  -0.401
C42 2.3425 -8.4334 2.0776  0.108
C43 4.1790 8.6124 8.9136  -0.482
B1 -3.2123 -1.9590 -1.9644  0.211
H1 -3.7563 -1.2043 -4.6391  0.416
H2 0.6323 -2.9203 0.5741  0.469
H3 -8.9758 6.9126 -4.1820  0.365
H4 -3.2978 -5.4500 -4.2141  0.320
H5 -1.3021 -3.8813 -6.2647  0.180
H6 -3.0316 -4.6769 -6.7619  0.305
H7 -0.4947 -2.7010 -4.0904  0.710
H8 -0.5522 -4.9009 -3.8606  -0.079
H9 -3.0816 -5.4041 0.3850  0.091
H10 6.1754 7.9202 4.9087  0.436
H11 3.0970 -12.2216 2.3622  0.372
H12 -9.1572 7.8056 -1.8755  0.365
H13 -1.0269 -2.1220 0.1523  0.136
H14 -0.5194 6.5569 -1.2445  0.413
H15 -4.9858 -2.8680 0.3347  0.351
H16 4.1312 7.5690 7.0365  0.457
H17 -6.7609 6.4066 -5.1518  0.418
H18 6.9716 5.9883 3.5728  0.371
H19 -1.7021 -6.8122 -5.2062  0.251
H20 -2.1896 -1.9067 -5.5370  0.252
H21 0.4416 -5.6170 -0.8778  0.133
H22 -0.0225 -9.4262 -5.6082  0.265
H23 -4.5375 -5.4809 -0.9149  0.119
H24 3.9426 8.9074 4.4721  0.422
H25 0.0748 -7.8898 -4.4943  0.032
H26 1.1244 2.9882 0.4865  0.470
H27 4.4840 -8.1584 2.3512  0.423
H28 -7.1155 8.2116 -0.5274  0.365
H29 1.4309 5.2655 -0.4206  0.474
H30 4.4423 9.4797 10.8690  0.370
H31 0.7688 -11.4506 1.9939  0.366
H32 3.4012 9.3156 8.6240  0.371
H33 -2.0773 -6.7980 -7.0841  0.379
H34 -2.7965 5.5787 -1.1521  0.344
H35 -4.9294 -5.2819 0.9212  0.351
H36 1.5320 -4.4642 -3.3875  0.233
H37 2.6551 -3.5556 -2.1696  0.417
H38 2.4866 7.9664 2.7123  0.412
H39 -0.7701 -4.0630 0.0501  0.091
H40 6.2102 7.8784 11.5478  0.369
H41 0.2687 -9.0378 1.8150  0.423
H42 5.5389 5.0170 1.8100  0.422
H43 -2.2750 -5.9256 -2.3194  0.377
H44 1.6974 -8.7253 -5.0129  0.308
H45 -3.1391 3.3012 -0.2582  0.459
H46 1.9862 -6.2511 -1.7568  0.348
H47 4.9465 -10.5782 2.5328  0.372
H48 -4.8845 7.7100 -1.4626  0.431
H49 6.9595 6.1148 9.9887  0.428
H50 -3.0260 -2.9691 0.4182  0.023
H51 -2.8507 -0.6836 -0.4068  0.302
H52 2.2427 -5.1109 -0.2784  0.279

The LUMO energy comes out at -2.543 eV. The total charge is +1. For the electronic energy, the calculation gives -109595.9513 eV. Its maximum force is 0.1816 hartree/bohr.


ORCA calculation (ωB97M-V with the def2-TZVPD basis set) on C43H52N7O3SSeV as an isolated structure.

Last column: Löwdin spin population.
Atoms and positions in Å:
Se1 -5.1004 -1.2716 -1.1358  0.016
V1 -1.0268 -0.0946 1.3101  1.608
S1 -2.4490 1.6710 3.6016  0.221
O1 -3.3260 -1.7232 3.1734  0.007
O2 -1.5917 2.0828 4.7426  0.194
O3 1.1408 -2.5400 2.5753  0.006
N1 -1.0743 -1.8335 2.5498  0.004
N2 -1.7276 0.9000 2.4983  -0.138
N3 1.0215 0.2373 2.1741  0.002
N4 -0.7807 1.3368 -0.0499  0.005
N5 -2.6689 -0.6059 0.3898  -0.008
N6 0.0383 -1.3675 -0.3450  0.014
N7 0.4506 -0.5262 5.2370  0.000
C1 -0.4194 1.4431 -2.6245  -0.002
C2 3.8990 -0.9277 0.9140  0.000
C3 -1.5869 -3.6362 -2.2145  0.000
C4 -2.0908 4.8280 0.2129  0.001
C5 1.1837 -1.5548 -4.9612  0.000
C6 -0.5426 -3.9136 3.5950  0.000
C7 1.7065 2.9211 -0.3920  0.000
C8 0.3702 -3.8249 -0.6167  0.000
C9 2.6361 -4.7416 -0.5386  0.000
C10 -4.4667 3.3625 1.0628  0.003
C11 2.9466 -0.9849 -0.2907  0.000
C12 3.7018 -0.5775 -1.5606  0.000
C13 -0.0033 -0.4994 -1.4234  0.028
C14 1.6946 -0.0248 4.6402  0.000
C15 -2.0542 -3.7807 0.2521  0.000
C16 0.8795 -2.5083 -0.4614  0.002
C17 -3.9127 2.4586 -1.2025  0.001
C18 0.9327 -1.7444 -3.5656  0.011
C19 -1.9912 -3.5788 3.9157  0.000
C20 -0.9373 5.5838 0.0576  0.001
C21 -2.0661 3.4349 0.1805  0.002
C22 0.9032 -0.3870 -5.6142  0.011
C23 -0.8316 2.7619 0.0088  0.004
C24 -0.7655 2.6696 -3.1470  -0.011
C25 2.2930 -2.3512 -0.4114  0.000
C26 0.1074 0.4843 -3.5380  0.001
C27 3.1378 -3.4555 -0.4415  0.000
C28 -3.3839 2.6758 0.2200  0.000
C29 -2.2429 -2.2728 3.1689  0.004
C30 1.5025 0.8890 3.4268  0.000
C31 0.3377 3.5381 -0.1764  0.001
C32 0.3344 0.7001 -4.8814  0.000
C33 1.2632 -4.9025 -0.6401  0.000
C34 2.2985 3.2499 -1.7671  0.000
C35 -3.6272 -0.8698 -0.2158  0.022
C36 -0.0492 -2.6899 2.8487  0.005
C37 -1.0987 -4.1832 -0.8699  0.000
C38 -0.0165 1.9921 -5.3910  -0.010
C39 0.3840 -0.7176 -2.8414  0.002
C40 -0.5532 2.9185 -4.5404  -0.001
C41 2.6804 3.3697 0.7031  0.000
C42 0.2648 4.9294 -0.1459  0.000
C43 -0.4484 0.8026 -1.2980  -0.014
H1 -5.2768 2.6507 1.2512  0.000
H2 0.8133 1.6825 3.7009  0.000
H3 -3.0954 -3.8675 -0.0712  0.000
H4 -1.1809 3.4549 -2.5279  -0.001
H5 -0.9454 -3.9762 -3.0326  0.000
H6 0.1391 2.2312 -6.4395  -0.001
H7 2.4750 1.3318 3.2443  0.000
H8 0.8567 -5.9035 -0.7536  0.000
H9 2.2966 -0.8830 4.3319  0.000
H10 4.8257 -1.4747 0.7056  0.000
H11 -1.8765 -2.7593 0.5448  0.000
H12 1.5946 1.8437 -0.3451  0.000
H13 -0.8224 3.8938 -4.9356  0.000
H14 3.4370 -1.3756 1.7992  0.000
H15 3.6072 2.7852 0.6585  0.000
H16 3.2666 2.7501 -1.8874  0.000
H17 2.2846 0.5574 5.3557  0.000
H18 3.3001 -5.6007 -0.5449  0.000
H19 -2.1562 -3.3990 4.9786  0.000
H20 -2.6084 -3.9816 -2.4100  0.000
H21 4.4959 -1.3024 -1.7878  0.000
H22 4.2144 -3.3052 -0.3880  0.000
H23 1.2884 -0.7574 2.2072  0.002
H24 -3.2001 1.8995 -1.8109  0.000
H25 4.1650 0.4076 -1.4260  0.000
H26 -1.9103 -4.4235 1.1308  0.000
H27 -0.4322 -4.7682 2.9254  0.000
H28 0.6220 -0.8815 6.1672  0.000
H29 1.6203 -2.3757 -5.5231  0.000
H30 3.0340 -0.5216 -2.4200  0.000
H31 1.1934 -2.6858 -3.0984  0.001
H32 2.9446 4.4265 0.5788  0.000
H33 -1.5955 -2.5431 -2.2096  0.000
H34 -4.8944 4.2267 0.5410  0.000
H35 2.4545 4.3323 -1.8761  0.000
H36 2.2399 3.2531 1.6949  0.000
H37 1.1057 -0.2899 -6.6774  0.001
H38 -4.8434 1.8819 -1.1758  0.000
H39 4.1712 0.1094 1.1421  0.000
H40 -2.7131 -4.3227 3.5818  0.000
H41 -4.1100 3.4263 -1.6834  0.000
H42 1.1722 5.5142 -0.2945  0.000
H43 2.1555 -0.2588 -0.1415  0.000
H44 -3.1897 1.7038 0.6451  0.000
H45 -3.0435 5.3391 0.3384  0.000
H46 -1.1238 -5.2722 -0.9350  0.000
H47 1.5150 0.6491 1.3944  0.001
H48 -0.9814 6.6692 0.0797  0.000
H49 -0.2151 0.2334 5.3191  -0.001
H50 1.6424 2.9154 -2.5732  0.000
H51 0.0884 -4.0869 4.4658  0.000
H52 -4.0796 3.6956 2.0287  0.003

The LUMO energy (alpha / beta) comes out at 4.398 / 4.399 eV. Its multiplicity is 3. The total charge is -2. For the electronic energy, the calculation gives -163883.6987 eV. Its maximum force is 0.0817 hartree/bohr.